[1]
Below is a molecular structure, C4H4CsO in a non-equilibrium geometry, with properties calculated with ωB97M-V/def2-TZVPD.

As for the HOMO energy: -2.18 eV. Its molar mass is 200.98 g/mol. The value obtained for the relative energy (zero: lowest compared OMol25 entry of this formula, charge and spin) is 41.3 kJ/mol. The value obtained for the calculated total energy is -250.02523 hartree. Its charge is -1.

```
10
Properties=species:S:1:pos:R:3:forces:R:3
H -0.4609 -3.0644 -3.0083 0.2 0.4 0.2
C -0.0831 -2.1489 -2.5913 0.2 0.3 0.2
C 0.4258 -1.1213 -2.1441 -0.4 -0.2 -0.3
C 0.9056 0.1132 -1.6262 0.1 0.0 0.0
H 1.1434 0.8441 -2.4146 -0.1 -0.2 0.2
H 1.7656 -0.0075 -0.9489 -0.3 0.1 -0.1
C -0.5358 1.4809 3.8209 -0.9 -0.3 -1.2
O -1.2602 0.5149 3.4729 0.4 0.7 0.1
Cs -1.6379 1.9779 0.5173 0.7 -0.7 0.5
H -0.2624 1.4112 4.9223 0.1 -0.2 0.4
```
Forces are in eV/Å.

***

[2]
Below is a molecular structure, C8H32Fe2O20S3 in a non-equilibrium geometry, with properties calculated with ωB97M-V/def2-TZVPD.

The spin multiplicity is 11. As for the HOMO energy (spin up / spin down): -8.80 / -8.75 eV. Its molar mass is 656.21 g/mol. The value obtained for the relative energy (zero: lowest compared OMol25 entry of this formula, charge and spin) is 179.3 kJ/mol. The value obtained for the calculated total energy is -5550.71429 hartree. Its charge is 0.

```
65
Properties=species:S:1:pos:R:3:forces:R:3
Fe -1.6136 -0.3809 1.5945 0.3 0.1 -0.6
Fe 2.5458 1.2669 0.6174 0.6 1.6 -0.7
S -0.0136 -0.4816 -0.5834 1.3 1.3 1.9
O -0.0450 -1.1970 -1.8147 -0.4 0.3 -0.7
O 1.2530 0.2487 -0.3785 -1.1 -1.2 -2.0
O -1.1569 0.3602 -0.1711 -2.1 3.6 -3.2
O -0.2527 -1.3217 0.5847 1.9 -4.9 1.8
S 4.5901 2.8473 0.0453 2.6 1.6 -1.4
O 4.5284 4.2426 -0.3700 -0.2 -1.3 0.7
O 5.9089 2.2465 0.0564 -0.7 0.4 0.2
O 3.8346 2.5420 1.2907 -0.6 0.5 4.6
O 3.6353 2.0043 -0.7374 -1.1 -1.9 -4.0
S 0.2686 0.8511 3.0200 0.4 1.6 1.8
O -0.8974 1.3397 2.2494 -2.0 2.8 -1.1
O 0.4274 1.4160 4.3330 -0.1 -0.4 -1.1
O -0.1990 -0.5351 2.9865 0.1 -4.0 1.6
O 1.4498 0.9833 2.1786 0.7 -0.1 1.0
C 0.6636 -4.3162 -0.7951 -0.8 -0.3 -0.1
O 1.5039 -3.5027 -1.5749 0.3 -0.1 0.5
H 0.5595 -4.0286 0.2561 0.2 0.4 0.0
H -0.3416 -4.3156 -1.2334 -0.2 -0.1 0.1
H 0.9784 -5.3600 -0.7825 0.4 0.1 -0.3
H 1.0617 -2.6437 -1.6362 0.2 -0.2 -0.2
C -1.2877 2.4316 -2.5826 -0.7 -0.1 -0.5
O -0.7597 3.4164 -1.7164 0.3 0.0 0.2
H -0.5640 1.6689 -2.8692 0.3 0.2 0.3
H -2.1368 1.9408 -2.1006 0.0 -0.1 -0.1
H -1.6230 2.9241 -3.4978 -0.1 -0.2 -0.1
H -1.1208 4.2555 -2.0056 0.2 0.2 0.2
C -1.8013 -4.1870 2.3133 0.7 -0.6 -0.2
O -1.5280 -2.8220 2.5485 -0.6 0.6 0.3
H -0.8246 -4.6790 2.3308 -0.3 -0.5 0.0
H -2.4630 -4.6256 3.0631 0.0 0.1 0.0
H -2.2037 -4.3516 1.3136 -0.1 0.3 0.0
H -0.9403 -2.8111 3.3107 0.1 0.6 0.0
C 3.8607 -0.7197 2.4483 -1.2 0.4 2.0
O 3.5923 -0.4278 1.0707 1.3 -1.4 0.8
H 4.5907 -1.4849 2.7092 0.4 0.1 -1.0
H 4.1001 0.1869 3.0020 0.3 0.1 -0.4
H 2.9359 -1.0728 2.9151 -0.1 0.0 -0.2
H 3.8029 -1.2672 0.6460 -0.3 0.4 -0.9
C 0.9645 3.8949 1.1084 -0.5 -0.4 0.3
O 1.1721 2.7979 0.2053 -0.5 0.7 0.6
H -0.1109 4.0357 1.2493 -0.1 0.4 -0.6
H 1.2352 3.6094 2.1247 0.8 0.1 -0.2
H 1.4922 4.7561 0.7062 -0.1 0.2 0.4
H 0.4721 2.8943 -0.4603 0.2 -0.3 -0.4
C -3.2148 -1.9176 -0.9010 -0.2 0.2 0.2
O -3.0823 -1.5583 0.5120 -0.7 -0.4 -0.1
H -3.1086 -1.0056 -1.4809 0.3 -0.2 -0.1
H -2.5073 -2.7006 -1.1648 0.3 0.3 0.0
H -4.2218 -2.3102 -1.0434 0.0 0.1 0.0
H -3.6530 -2.1975 0.9508 0.3 0.1 0.5
C 0.4042 -0.4972 -5.2039 0.1 0.2 0.7
O -0.2769 -1.5442 -4.5462 -0.4 -0.3 -0.2
H 0.1257 -0.4911 -6.2555 0.1 -0.2 0.0
H 0.1250 0.4717 -4.7770 0.0 0.1 -0.1
H 1.4840 -0.5991 -5.0718 0.1 0.0 -0.3
H -0.1905 -1.4431 -3.5895 0.1 0.1 -0.3
C -3.4280 2.5403 0.9533 -0.3 0.4 0.1
O -3.4231 1.1202 1.1093 0.2 -0.5 0.4
H -3.6556 2.8170 -0.0771 0.2 -0.1 -0.1
H -4.2038 2.9805 1.5827 0.1 0.0 0.1
H -2.4616 2.9341 1.2540 0.0 -0.2 -0.1
H -4.2557 0.7712 0.7809 0.1 -0.1 0.0
```
Forces are in eV/Å.

***

[3]
Below is a single C13H15N5O3 molecule in a non-equilibrium geometry, with properties calculated with ωB97M-V/def2-TZVPD.

As for the HOMO energy: -8.05 eV. Its molar mass is 289.29 g/mol. The value obtained for the relative energy (zero: lowest compared OMol25 entry of this formula, charge and spin) is 343.3 kJ/mol. The value obtained for the calculated total energy is -1003.83114 hartree. Its structure (SMILES) is COc1ccc(/C=N/Nc2nc(=O)[nH]nc2C)cc1OC. Its charge is 0.

```
36
Properties=species:S:1:pos:R:3:forces:R:3
C 5.5776 1.3304 1.8950 0.2 0.1 -0.1
O 4.2882 0.8633 2.2077 -0.4 -0.1 0.0
C 3.3666 0.7872 1.2176 0.0 0.0 0.0
C 3.5815 1.1351 -0.1072 0.3 0.0 0.4
C 2.5674 1.0185 -1.0426 -0.6 -0.2 -0.1
C 1.3130 0.5500 -0.6698 0.8 0.1 0.5
C 0.2626 0.4309 -1.6483 -0.8 -0.1 -0.7
N -0.9018 0.0048 -1.3407 0.7 0.1 0.7
N -1.8307 -0.0822 -2.2961 0.1 0.3 -1.1
C -3.0998 -0.5147 -2.1189 -0.8 -0.1 -0.5
N -3.8306 -0.5150 -3.2070 0.7 0.2 0.1
C -5.1270 -0.9258 -3.1773 -0.2 -0.2 0.6
O -5.8730 -0.9605 -4.1236 -0.3 0.0 -0.3
N -5.5846 -1.3342 -1.9110 0.0 0.0 -0.2
N -4.8661 -1.3412 -0.8006 0.2 0.0 0.2
C -3.6336 -0.9469 -0.8449 -0.2 -0.1 0.1
C -2.8563 -0.9684 0.4252 0.0 0.0 0.2
C 1.0890 0.1965 0.6691 0.1 0.0 0.0
C 2.0899 0.3078 1.6089 0.1 0.0 0.1
O 1.9671 -0.0097 2.9247 0.3 0.2 -0.3
C 0.7263 -0.4914 3.3792 -0.2 -0.1 0.1
H 6.0733 0.6851 1.1625 0.0 0.0 0.0
H 6.1331 1.3044 2.8310 0.0 0.0 -0.1
H 5.5534 2.3578 1.5174 0.0 0.0 0.0
H 4.5446 1.5014 -0.4244 0.1 0.0 0.0
H 2.7580 1.2953 -2.0686 0.0 0.0 -0.1
H 0.5059 0.7234 -2.6769 -0.1 0.0 0.0
H -1.6092 0.1885 -3.2597 -0.1 -0.1 0.3
H -6.5425 -1.6529 -1.8185 0.3 0.1 -0.1
H -2.5009 0.0317 0.6632 0.1 0.0 0.1
H -1.9894 -1.6173 0.3222 0.1 0.0 0.1
H -3.4988 -1.3326 1.2220 -0.1 0.0 0.0
H 0.1095 -0.1633 0.9317 -0.1 -0.1 0.1
H 0.4496 -1.4256 2.8800 0.0 0.0 0.0
H -0.0697 0.2463 3.2346 0.0 0.0 0.0
H 0.8571 -0.6766 4.4440 -0.1 0.0 -0.1
```
Forces are in eV/Å.

***

[4]
Below is a single C2H3ClF2N2O molecule in a non-equilibrium geometry, with properties calculated with ωB97M-V/def2-TZVPD.

As for the HOMO energy: -10.09 eV. Its molar mass is 144.51 g/mol. The value obtained for the relative energy (zero: lowest compared OMol25 entry of this formula, charge and spin) is 326.4 kJ/mol. The value obtained for the calculated total energy is -922.54522 hartree. Its structure (SMILES) is [H]/N=C(\NO)C(F)(F)Cl. Its charge is 0.

```
11
Properties=species:S:1:pos:R:3:forces:R:3
H -0.8252 2.7848 -0.1880 0.7 0.0 0.9
N -0.0543 2.1531 0.1388 -2.3 -1.8 -1.5
C -0.5732 0.9589 0.0555 -0.1 2.9 0.0
N -1.9171 0.5386 -0.0655 0.2 -0.9 -2.1
O -1.9881 -0.9354 -0.0504 -2.2 0.5 -0.7
C 0.3214 -0.1938 0.1411 1.9 -2.8 0.3
F 0.0678 -0.9541 1.2047 1.1 0.7 1.5
F 0.0064 -1.1023 -0.8486 2.8 0.0 -2.7
Cl 2.0687 0.0115 -0.1606 -0.7 0.6 0.7
H -2.4804 1.0077 -0.8815 1.4 -1.4 1.9
H -1.3129 -1.4304 -0.6944 -2.8 2.2 1.6
```
Forces are in eV/Å.

***

[5]
Below is a single C4H9NO2 molecule in a non-equilibrium geometry, with properties calculated with ωB97M-V/def2-TZVPD.

As for the HOMO energy: -8.86 eV. Its molar mass is 103.12 g/mol. The value obtained for the relative energy (zero: lowest compared OMol25 entry of this formula, charge and spin) is 232.4 kJ/mol. The value obtained for the calculated total energy is -362.99701 hartree. Its structure (SMILES) is N[C@H](CO)CC=O. Its charge is 0.

```
16
Properties=species:S:1:pos:R:3:forces:R:3
N -0.7754 -0.9252 0.7110 0.9 -0.5 -2.2
C -0.3642 0.2496 -0.0745 0.0 -0.9 0.4
C -1.0145 0.3357 -1.4539 -2.5 0.7 0.7
O -2.4067 -0.1015 -1.3051 0.7 -0.8 -1.0
C 1.1821 0.1873 -0.3475 -1.5 2.2 1.3
C 2.0145 0.4678 0.8789 1.3 1.2 -0.5
O 1.8413 -0.0827 1.9342 0.5 0.5 -0.3
H -1.7086 -1.0336 1.0308 -0.5 0.5 0.1
H -0.0718 -1.1875 1.3480 0.5 -0.3 1.0
H -0.7509 1.0700 0.5215 0.7 1.0 -0.2
H -1.0862 1.3920 -1.8451 0.4 -1.0 0.6
H -0.5506 -0.2650 -2.1978 0.7 -0.6 -0.5
H -2.4688 -0.9867 -1.7416 0.0 1.2 0.7
H 1.3968 0.9625 -1.0810 0.2 -0.1 -0.2
H 1.3985 -0.7666 -0.7277 0.3 -1.4 -0.6
H 2.8852 1.3227 0.6654 -1.7 -1.8 0.9
```
Forces are in eV/Å.

***

[6]
Below is a gas-phase ion, C4H9N2 (charge +1) in a non-equilibrium geometry, with properties calculated with ωB97M-V/def2-TZVPD.

As for the HOMO energy: -14.31 eV. Its molar mass is 85.13 g/mol. The value obtained for the relative energy (zero: lowest compared OMol25 entry of this formula, charge and spin) is 332.2 kJ/mol. The value obtained for the calculated total energy is -266.97277 hartree. Its structure (SMILES) is C=N[C@@]1(C)C[NH2+]1. Its charge is +1.

```
15
Properties=species:S:1:pos:R:3:forces:R:3
C -1.8312 -0.8360 -1.2522 -2.5 -0.7 1.7
N -1.3328 -0.4853 -0.1612 -1.1 -0.4 1.7
C -0.0898 0.0743 0.0815 -0.5 0.3 0.4
C 1.1001 -0.6075 -0.5191 -2.6 -2.3 -0.3
C 0.0176 1.4769 0.6465 -4.5 -1.1 -0.8
N -0.0434 0.3818 1.6490 0.1 0.2 -0.9
H -2.8324 -1.3670 -1.3717 1.4 0.7 0.7
H -1.3868 -0.5104 -2.0867 1.7 0.7 -3.8
H 1.0329 -1.7284 -0.6543 -0.9 1.2 0.0
H 1.8173 -0.6040 0.1836 3.5 0.9 1.8
H 1.2575 -0.1897 -1.4667 0.9 0.8 -1.2
H 0.9307 1.8562 0.6482 3.9 1.8 -0.4
H -0.8283 2.2771 0.5298 1.5 -2.0 0.7
H 0.6798 0.1026 2.2949 0.7 0.4 -0.2
H -0.9367 0.2943 2.0473 -1.5 -0.5 0.6
```
Forces are in eV/Å.

***

[7]
Below is a single C3H7NO2 molecule in a non-equilibrium geometry, with properties calculated with ωB97M-V/def2-TZVPD.

As for the HOMO energy: -9.93 eV. Its molar mass is 89.09 g/mol. The value obtained for the relative energy (zero: lowest compared OMol25 entry of this formula, charge and spin) is 132.0 kJ/mol. The value obtained for the calculated total energy is -323.73069 hartree. Its structure (SMILES) is NC(=O)CCO. Its charge is 0.

```
13
Properties=species:S:1:pos:R:3:forces:R:3
N 0.6896 1.9767 0.3105 -0.1 0.0 0.1
C 0.5272 0.7337 -0.2180 -0.1 0.1 -0.5
O 0.1757 0.6249 -1.3873 0.4 0.6 -0.2
C 0.5840 -0.5068 0.6182 -0.7 -0.4 -0.7
C -0.6512 -1.3810 -0.1508 0.8 0.0 0.9
O -1.8651 -0.7592 -0.4964 0.4 0.3 0.3
H 0.9312 2.1756 1.2658 -0.1 -0.3 0.0
H 0.2252 2.6984 -0.2190 0.3 0.1 0.0
H 0.7255 -0.2628 1.7052 -1.2 -0.5 -0.8
H 1.4543 -1.1329 0.4019 0.0 0.3 -0.3
H -0.1895 -1.7775 -1.0764 0.1 0.2 0.8
H -0.9080 -2.1873 0.5220 0.0 -0.3 0.1
H -1.6989 -0.2019 -1.2757 0.2 -0.2 0.4
```
Forces are in eV/Å.

***

[8]
Below is a gas-phase ion, C6H10N3O3 (charge +1) in a non-equilibrium geometry, with properties calculated with ωB97M-V/def2-TZVPD.

As for the HOMO energy: -13.95 eV. Its molar mass is 172.16 g/mol. The value obtained for the relative energy (zero: lowest compared OMol25 entry of this formula, charge and spin) is 179.1 kJ/mol. The value obtained for the calculated total energy is -624.27244 hartree. Its structure (SMILES) is O=CN1CNC[NH2+]C1(C=O)C=O. Its charge is +1.

```
22
Properties=species:S:1:pos:R:3:forces:R:3
O -0.8854 -1.6757 2.6254 -0.2 -1.4 0.4
C -0.2059 -1.7269 1.6440 1.5 1.8 0.8
N -0.4509 -0.7409 0.6651 1.3 -0.3 -1.1
C -1.5993 0.1919 0.8554 -0.5 -0.6 -2.1
N -1.1656 1.5756 0.7288 -1.6 -2.1 0.4
C -0.3825 1.8805 -0.3351 1.6 -0.6 1.0
N 1.0135 1.0132 -0.3489 -2.6 -2.0 -0.4
C 0.5698 -0.4574 -0.3404 -1.6 0.2 -0.1
C 0.0091 -0.5944 -1.8058 0.1 0.4 1.7
O 0.4236 0.1770 -2.6106 0.0 0.1 -1.3
C 1.8034 -1.4085 -0.4768 -1.9 -0.1 0.0
O 1.6017 -2.5794 -0.6451 1.1 0.9 0.2
H 0.8110 -2.2780 1.5545 -1.9 0.4 0.0
H -2.0700 -0.1197 1.7784 0.3 0.6 0.5
H -2.4166 0.0148 0.0988 1.0 0.0 0.3
H -1.0744 2.0027 1.6166 0.6 0.9 0.4
H -0.6711 1.7798 -1.3500 -1.1 -0.8 -0.6
H -0.0542 2.8480 -0.2720 1.0 2.5 0.3
H 1.2534 1.0571 -1.3603 1.4 0.8 0.4
H 1.5799 1.1409 0.4665 1.0 0.8 0.0
H -0.7743 -1.3303 -1.8961 -0.3 -0.7 -0.6
H 2.6847 -0.7703 -0.5923 1.0 -0.7 -0.1
```
Forces are in eV/Å.